C56H42IMoN4O4S2Si as an isolated structure in a non-equilibrium geometry, computed with ωB97M-V/def2-TZVPD.

- energy above the lowest of the compared OMol25 structures with the same formula, charge and spin (kJ/mol) = 307.1
- frontier orbital gap (spin up / spin down) (eV) = 5.3 / 5.9
- multiplicity = 3
- expectation value of S² = 2.039
- highest occupied orbital energy (spin up / spin down) (eV) = -4.54 / -5.18
- total charge = -1

Each line ends with the Mulliken spin population.
Cartesian coordinates (Å):
1 I 3.242 -0.717 -0.812  -0.03
2 Mo 0.385 -1.303 -0.641  1.88
3 S -1.740 -2.874 -1.051  -0.05
4 S -1.527 -0.148 0.506  -0.05
5 Si 0.902 2.664 1.769  0.00
6 O 0.069 -1.335 -2.570  -0.02
7 O -2.188 -5.099 2.645  0.00
8 O 1.111 1.046 1.414  0.00
9 O 1.166 -2.999 -1.014  0.05
10 N -6.826 -4.665 1.699  0.00
11 N 0.724 -1.827 1.249  -0.09
12 N 0.555 -6.499 -0.781  0.01
13 N -6.324 -1.388 4.133  0.00
14 C 1.453 -1.203 2.255  0.03
15 C -0.661 -2.820 -7.030  -0.01
16 C -0.761 1.611 3.785  -0.01
17 C 1.064 -2.499 -4.888  0.02
18 C 1.489 -3.165 -6.016  -0.01
19 C 0.623 4.945 -3.675  -0.01
20 C 1.231 3.212 -5.216  0.00
21 C -1.957 -0.566 -3.549  0.02
22 C 0.121 3.134 5.905  0.00
23 C -1.280 1.396 5.048  0.00
24 C -0.243 -1.990 -4.805  0.03
25 C 0.212 2.583 3.552  0.01
26 C 0.812 -4.141 -0.492  0.04
27 C 2.972 3.697 0.106  0.00
28 C -0.217 -5.472 1.251  0.00
29 C 2.537 0.682 3.293  0.01
30 C 0.970 -5.323 -1.228  0.01
31 C -2.716 -1.331 0.965  0.00
32 C 2.494 3.654 1.416  0.00
33 C -0.651 -1.309 -3.599  0.01
34 C 0.620 3.351 4.634  0.00
35 C -0.395 5.042 1.112  0.00
36 C 3.161 4.423 2.364  0.00
37 C 0.448 4.008 -2.675  0.01
38 C 1.020 4.555 -4.944  0.01
39 C -0.884 -5.644 2.585  0.00
40 C 1.552 -5.226 -2.604  0.00
41 C 2.038 -2.003 3.253  0.00
42 C -0.826 2.148 6.119  0.00
43 C -3.601 -1.067 2.002  0.01
44 C -1.100 -2.153 -5.905  0.01
45 C 0.672 2.658 -2.941  -0.03
46 C 2.797 -1.477 4.274  0.00
47 C 3.069 -0.122 4.283  -0.01
48 C 0.628 -3.330 -7.093  0.01
49 C -3.915 -3.376 0.471  0.01
50 C -2.853 -2.517 0.216  0.02
51 C -4.656 -1.936 2.273  0.00
52 C 1.062 2.266 -4.227  0.02
53 C -0.029 -6.550 0.411  0.01
54 C -4.828 -3.090 1.478  0.00
55 C -2.570 4.000 -0.222  0.00
56 C -5.571 -1.645 3.303  0.00
57 C -1.410 5.878 0.688  0.00
58 C 0.227 -4.191 0.816  -0.01
59 C 4.064 4.475 -0.235  0.00
60 C 4.247 5.211 2.030  0.00
61 C -0.448 3.666 0.888  0.00
62 C 0.433 0.679 -1.231  -0.10
63 C -2.510 5.357 0.031  0.00
64 C -5.928 -3.952 1.643  0.00
65 C -1.548 3.167 0.202  -0.02
66 C 0.516 1.645 -1.966  0.10
67 C 1.700 0.190 2.301  0.00
68 C 0.188 -3.042 1.616  0.06
69 C 4.703 5.241 0.726  0.00
70 H 1.354 4.126 4.491  0.00
71 H 0.961 -3.847 -7.980  0.00
72 H -2.000 0.012 -2.626  0.00
73 H -0.160 -3.117 2.646  -0.03
74 H 1.527 2.907 -6.209  0.00
75 H -4.034 -4.260 -0.135  0.00
76 H 4.733 5.800 2.796  0.00
77 H 1.159 5.293 -5.720  0.00
78 H -2.163 -4.231 2.226  0.00
79 H 2.494 -3.554 -6.067  0.00
80 H 0.459 5.462 1.625  0.00
81 H 0.138 4.308 -1.685  0.01
82 H 1.733 -2.338 -4.054  0.00
83 H 4.427 4.484 -1.253  0.00
84 H -2.034 0.635 5.204  0.00
85 H -0.373 -7.533 0.708  0.00
86 H -1.008 -6.704 2.810  0.00
87 H 2.828 4.410 3.389  0.00
88 H -1.212 1.966 7.113  0.00
89 H -0.261 -5.200 3.378  0.00
90 H -2.055 0.104 -4.399  0.00
91 H 2.576 -4.855 -2.559  0.00
92 H -1.327 -2.939 -7.872  0.00
93 H -2.787 -1.270 -3.557  0.00
94 H 1.915 -3.076 3.186  0.00
95 H 0.445 5.991 -3.467  0.00
96 H 2.787 1.729 3.279  0.00
97 H -3.469 -0.172 2.591  0.00
98 H 2.491 3.099 -0.653  0.00
99 H 0.483 3.726 6.734  0.00
100 H -1.110 1.024 2.947  0.01
101 H 1.528 -6.195 -3.090  0.00
102 H -2.107 -1.767 -5.873  0.00
103 H 1.230 1.216 -4.427  0.00
104 H -3.313 6.004 -0.287  0.00
105 H 3.691 0.312 5.051  0.00
106 H 3.196 -2.121 5.044  0.00
107 H -1.607 2.115 -0.012  0.02
108 H 5.555 5.854 0.464  0.00
109 H -1.349 6.940 0.872  0.00
110 H -3.421 3.587 -0.744  0.00
111 H 0.965 -4.513 -3.184  0.00